Density functional theory data (ωB97M-V/def2-TZVPD) for a single C2H10N2O2Si molecule.

Calculated values
Kohn-Sham gap (spin up / spin down) in eV: 4.505 / 6.946
HOMO level (spin up / spin down) in eV: -3.70 / -10.42
ΔE to the lowest compared entry with this formula, charge and spin in kcal/mol: 0.0
Spin multiplicity: 3

Geometry as XYZ:
```
17
Properties=species:S:1:pos:R:3:forces:R:3:mulliken_spin:R:1
C -1.287701 0.838760 -1.657450 -1.85 3.91 0.48 -0.08
C -0.153666 1.334083 1.888079 -1.14 0.12 1.47 -0.07
N 1.853761 -0.622509 -0.727985 2.82 0.98 -0.08 2.17
N -0.011967 -2.362716 0.403400 -2.81 2.23 -2.03 -0.30
O -0.864014 -0.300702 -1.034814 0.23 -0.72 0.76 -0.30
O 0.569294 0.250132 1.383248 0.26 -1.25 -1.34 -0.60
Si 0.291739 -0.670335 0.034364 -1.98 -1.64 1.80 1.54
H -2.385382 1.080192 -1.538560 0.75 -1.00 0.38 0.03
H -1.205222 0.819405 -2.717253 0.72 -0.33 -0.92 -0.03
H -0.873441 1.848141 -1.281635 0.18 -1.71 -0.43 -0.01
H -0.238740 2.120843 1.130261 -0.80 -0.26 0.14 -0.02
H 0.348069 1.818080 2.721458 0.81 -0.18 -0.04 -0.02
H -1.070655 0.942014 2.445405 0.52 0.77 -1.48 0.03
H 2.505329 -1.444268 -0.942420 -0.18 -0.48 -0.33 -0.29
H 2.506212 0.242856 -0.618088 -0.57 -0.14 -0.31 -0.09
H 0.661437 -2.960581 0.716381 2.34 -1.54 1.28 0.01
H -0.645052 -2.933397 -0.204391 0.70 1.22 0.66 0.01
```
Forces are in eV/Å.

---

Density functional theory data (ωB97M-V/def2-TZVPD) for C28H41FN4OPrSe2Si as an isolated structure.

Calculated values
Kohn-Sham gap (spin up / spin down) in eV: 7.760 / 7.870
HOMO level (spin up / spin down) in eV: -10.11 / -10.12
ΔE to the lowest compared entry with this formula, charge and spin in kcal/mol: 0.0
Spin multiplicity: 3
Net charge: +1

Geometry as XYZ:
```
79
Properties=species:S:1:pos:R:3:forces:R:3:mulliken_spin:R:1
Pr -0.477858 -0.274741 -0.127522 0.29 0.54 1.11 2.00
C -2.514604 -1.081236 1.990855 -0.69 0.77 -0.63 0.01
Si -1.168636 -0.572093 3.215684 0.08 0.36 -0.06 0.00
C -2.033281 0.693559 4.353556 -0.11 -0.12 -0.16 0.00
C -0.518357 -2.193674 3.924979 0.15 0.11 0.59 0.00
N 0.015497 0.174242 2.190203 -0.27 -0.45 -0.21 0.00
C 1.122510 0.863456 2.657366 -0.58 -0.19 -0.68 0.00
C 1.627888 0.816448 3.969122 -0.08 -0.02 -0.06 0.00
C 2.726817 1.563300 4.335496 0.16 0.38 -0.64 0.00
C 3.372327 2.370661 3.388337 0.63 0.26 1.11 0.00
C 2.949213 2.381798 2.070904 -0.16 0.32 -0.62 0.00
C 1.832484 1.643749 1.736585 0.72 -0.26 0.48 0.00
F 1.483225 1.532454 0.386183 -0.05 -0.16 0.76 0.00
H -3.451745 -1.289322 2.515203 0.18 -0.32 0.14 0.00
H -2.345961 -1.914646 1.293461 0.04 0.01 0.09 0.00
H -2.832358 -0.174607 1.407640 0.30 -0.45 0.08 0.00
H -3.132249 0.664513 4.306001 0.24 -0.18 -0.30 0.00
H -1.744713 1.729988 4.121367 0.12 -0.36 0.02 0.00
H -1.830562 0.518889 5.400499 0.32 0.01 0.38 0.00
H -1.285753 -2.842094 4.351474 -0.17 0.08 -0.05 0.00
H 0.256862 -2.110556 4.707784 -0.23 0.14 -0.39 0.00
H -0.077481 -2.735356 3.082180 0.05 0.01 0.00 0.00
H 1.181816 0.160010 4.711074 -0.19 0.09 -0.17 0.00
H 3.076463 1.520707 5.356427 0.10 0.06 0.02 0.00
H 4.215273 2.987826 3.747702 -0.49 -0.39 -0.57 0.00
H 3.446012 2.971443 1.293178 -0.09 -0.23 0.36 0.00
C -4.669449 -1.824905 -0.971401 0.90 -1.08 1.13 0.00
Se -3.211574 -0.948211 -1.936322 -0.11 0.46 0.63 0.00
C -2.616086 -2.420020 -3.003754 0.98 0.22 -0.54 0.00
C -1.975032 -3.582323 -2.313903 -0.33 -1.02 0.34 0.00
Se -0.261203 -3.092722 -1.513640 0.03 -0.01 0.32 0.00
C -0.077016 -4.502083 -0.148115 -0.70 0.83 0.16 0.00
H -5.326078 -2.303615 -1.681477 -0.19 -0.06 -0.15 0.00
H -5.198900 -1.079284 -0.399643 -0.18 0.41 -0.10 0.00
H -4.309393 -2.573561 -0.199359 -0.24 0.76 -1.09 0.00
H -1.935386 -2.017748 -3.745013 0.19 0.44 -0.08 0.00
H -3.449743 -2.727917 -3.577830 -1.03 -0.54 -0.46 0.00
H -1.779800 -4.412236 -3.028264 -0.22 0.56 0.46 0.00
H -2.680255 -3.925144 -1.542866 0.51 -0.22 -0.01 0.00
H -1.088212 -4.752986 0.192398 0.36 0.17 0.20 0.00
H 0.592349 -4.179592 0.664212 -0.40 0.00 -0.41 0.00
H 0.322798 -5.332759 -0.662216 0.55 -0.96 -0.34 0.00
C -1.556070 3.017768 1.141862 1.07 0.05 -1.09 0.00
N -1.480482 2.324027 -0.192028 0.54 -0.06 1.36 -0.01
C -2.791964 2.443238 -0.812260 -0.13 0.52 0.05 0.00
C -0.485734 3.003545 -1.052296 -0.73 -0.11 -0.11 0.00
C -0.320327 2.220296 -2.326685 0.19 0.33 -0.30 0.02
C -0.426476 2.948889 -3.518026 0.26 -1.71 -0.51 0.00
C -0.274001 2.260574 -4.728711 0.35 -1.12 1.87 0.00
C 0.004072 0.897959 -4.678877 -0.04 0.14 0.18 0.00
C 0.095432 0.181754 -3.484241 -0.02 1.55 0.27 0.01
C -0.027015 0.820201 -2.239203 -0.40 1.03 -0.74 -0.02
H -1.948222 4.013044 0.984531 -0.12 0.53 -0.04 0.00
H -0.569087 3.111885 1.610694 -0.14 -0.20 -0.25 0.00
H -2.203814 2.525460 1.825460 -0.60 -0.71 0.41 0.00
H -3.064078 3.540405 -0.884211 0.03 -1.11 -0.27 0.00
H -3.502332 1.937922 -0.168465 -0.40 0.03 0.13 0.00
H -2.784908 1.918879 -1.769678 -0.12 0.48 -0.08 0.00
H 0.469763 3.021463 -0.565212 0.20 0.32 0.46 0.00
H -0.844913 4.034774 -1.223581 0.28 -0.20 -0.12 0.00
H -0.597725 4.000440 -3.535227 -0.21 0.62 0.21 0.00
H -0.324089 2.708552 -5.670262 -0.12 0.92 -1.20 0.00
H 0.204706 0.388545 -5.591123 -0.05 -0.40 -0.71 0.00
H 0.338320 -0.851238 -3.531341 0.18 -0.97 -0.16 0.00
N 3.595263 0.262743 -3.619277 0.92 0.14 0.35 0.00
C 4.528710 -0.052878 -2.633497 -0.71 -0.62 -0.57 0.00
O 5.727209 0.003521 -2.804257 -0.41 0.19 0.09 0.00
C 3.949219 -0.614131 -1.341487 0.36 0.99 -0.29 0.00
C 4.734061 -0.568109 -0.196866 0.00 0.16 0.09 0.00
C 4.184001 -0.963614 1.012407 0.58 0.38 0.03 0.00
C 2.839715 -1.252459 1.028246 -0.14 -1.03 1.79 0.00
N 2.082150 -1.319683 -0.051616 -1.03 0.09 -0.13 0.00
C 2.637635 -1.021954 -1.216218 0.54 -0.38 -0.37 0.00
H 3.997277 0.701446 -4.443551 -0.10 -0.17 0.28 0.00
H 2.648402 0.548627 -3.406845 0.11 -0.11 0.21 0.00
H 5.737797 -0.169984 -0.262164 0.11 -0.22 -0.08 0.00
H 4.781681 -0.975671 1.929055 -0.36 0.03 -0.35 0.00
H 2.364432 -1.547386 1.982104 0.16 0.39 -0.60 0.00
H 2.051552 -1.228498 -2.085728 -0.39 0.25 -0.48 0.00
```
Forces are in eV/Å.

---

Density functional theory data (ωB97M-V/def2-TZVPD) for a single C20H27N3O3 molecule.

Calculated values
Kohn-Sham gap in eV: 8.846
HOMO level in eV: -8.15
SMILES: CC(C)CC[C@H](C(=O)O)[C@H](C)CC(=O)Nc1ccn(-c2ccccc2)n1
ΔE to the lowest compared entry with this formula, charge and spin in kcal/mol: 36.7
Spin multiplicity: 1

Geometry as XYZ:
```
53
Properties=species:S:1:pos:R:3:forces:R:3:nbo_charge:R:1
C 1.293259 -1.678193 1.243283 -0.16 -0.09 0.25 -0.61
C 0.967174 -1.578902 2.731491 0.17 0.19 0.04 -0.21
C 2.260373 -1.535991 3.543746 -0.28 -0.13 -0.08 -0.60
C 0.129483 -0.332848 3.039417 -0.13 -0.31 -0.11 -0.41
C -1.247225 -0.364009 2.380918 0.08 0.19 0.25 -0.39
C -2.177778 0.749212 2.888253 0.13 -0.09 -0.10 -0.31
C -3.561890 0.480962 2.344306 0.00 0.00 -0.08 0.81
O -3.867486 0.411770 1.180904 -0.01 -0.04 -0.20 -0.62
O -4.456467 0.293802 3.321350 -0.36 -0.05 0.64 -0.68
C -1.719029 2.182508 2.536782 -0.19 0.01 0.03 -0.20
C -2.675889 3.192345 3.171009 0.23 -0.10 -0.05 -0.60
C -1.617791 2.427662 1.025708 0.24 0.00 0.23 -0.51
C -0.305772 1.932241 0.446257 -0.49 0.12 -0.11 0.70
O 0.765729 2.122405 0.979722 0.28 0.05 0.06 -0.63
N -0.445223 1.289565 -0.748143 -0.34 -0.16 -0.32 -0.61
C 0.578474 0.785715 -1.528334 0.74 -0.31 -0.51 0.30
C 1.974909 0.872211 -1.342829 0.02 0.01 -0.06 -0.34
C 2.497269 0.206074 -2.419519 -0.18 0.08 0.11 -0.02
N 1.460375 -0.233264 -3.176505 0.38 0.44 0.77 -0.19
C 1.489509 -0.943321 -4.377128 -0.17 -0.46 -0.81 0.23
C 0.282901 -1.242033 -5.007308 0.03 0.10 0.17 -0.25
C 0.277886 -1.936110 -6.200678 0.11 -0.03 -0.04 -0.19
C 1.469869 -2.340504 -6.779955 0.01 -0.06 -0.10 -0.23
C 2.668866 -2.046791 -6.153184 -0.04 -0.02 -0.05 -0.19
C 2.686947 -1.352646 -4.957337 -0.08 0.13 0.21 -0.26
N 0.286031 0.121390 -2.632437 -0.71 0.16 0.28 -0.31
H 0.396873 -1.845588 0.651579 -0.07 0.00 -0.16 0.21
H 1.976461 -2.504848 1.059379 0.07 -0.08 -0.08 0.21
H 1.764259 -0.759381 0.902714 0.08 0.12 -0.08 0.21
H 0.398808 -2.468854 3.028308 -0.01 0.03 0.01 0.19
H 2.860678 -2.423632 3.356952 0.12 -0.07 0.00 0.20
H 2.046459 -1.485574 4.609221 0.03 0.02 0.14 0.20
H 2.844705 -0.660913 3.268688 0.12 0.13 -0.02 0.20
H 0.681496 0.544689 2.702681 0.05 0.06 0.08 0.23
H 0.000270 -0.257267 4.122262 0.01 0.05 0.09 0.19
H -1.720079 -1.326153 2.600939 0.00 -0.05 -0.09 0.21
H -1.153585 -0.285546 1.298927 -0.08 -0.12 -0.07 0.21
H -2.244747 0.679693 3.978594 0.03 0.01 -0.09 0.23
H -5.334846 0.105891 2.952649 0.24 0.05 -0.23 0.50
H -0.723345 2.326849 2.966509 -0.07 -0.04 -0.04 0.23
H -2.794125 2.995030 4.233943 -0.05 0.01 0.11 0.21
H -3.656758 3.139250 2.701961 -0.16 0.05 -0.03 0.20
H -2.294191 4.203724 3.052659 -0.01 0.11 -0.02 0.21
H -2.468768 1.985535 0.510191 0.02 0.09 -0.02 0.24
H -1.635795 3.507398 0.852887 0.03 -0.01 -0.05 0.24
H -1.369905 1.116145 -1.117005 0.04 0.08 0.17 0.42
H 2.487739 1.358993 -0.541864 0.14 0.05 0.12 0.26
H 3.519458 0.029628 -2.681053 0.18 -0.06 -0.09 0.22
H -0.633247 -0.918291 -4.541081 -0.06 0.00 -0.01 0.24
H -0.661600 -2.162023 -6.682515 -0.08 -0.01 -0.02 0.22
H 1.465161 -2.881623 -7.713889 0.00 -0.05 -0.08 0.21
H 3.601887 -2.360038 -6.597702 0.07 -0.02 -0.02 0.22
H 3.632234 -1.136343 -4.485723 0.09 0.03 0.05 0.21
```
Forces are in eV/Å.

---

Density functional theory data (ωB97M-V/def2-TZVPD) for an isolated ion of composition C3H10INP and charge +1.

Calculated values
Kohn-Sham gap (spin up / spin down) in eV: 6.790 / 7.592
HOMO level (spin up / spin down) in eV: -11.74 / -12.04
ΔE to the lowest compared entry with this formula, charge and spin in kcal/mol: 78.6
Spin multiplicity: 1
Net charge: +1

Geometry as XYZ:
```
16
Properties=species:S:1:pos:R:3:forces:R:3:nbo_charge:R:1
C 0.982680 0.094873 1.282332 1.00 -0.12 4.59 -0.48
C -1.448299 -0.300236 1.451485 3.11 1.95 0.18 -0.37
C -0.300808 0.303362 -0.665022 0.19 -0.68 0.92 -0.32
N -0.227994 -0.461067 0.611781 3.61 -0.22 -1.09 -0.40
P 0.689922 -0.129414 -4.338246 -0.31 -1.44 -0.55 0.18
I 1.673523 -0.477503 -2.225288 0.36 0.20 0.10 0.15
H 0.968798 1.152289 1.575384 -1.02 0.06 -0.94 0.25
H 1.210195 -0.292023 2.354435 -1.09 -0.26 -1.68 0.24
H 1.946294 -0.026394 0.860277 0.41 -0.59 -1.53 0.25
H -1.402622 0.778333 1.765823 -0.38 -1.29 0.14 0.23
H -2.184252 -0.459044 0.771772 -2.84 -0.66 -1.27 0.22
H -1.263530 -1.034556 2.174975 -0.81 -0.68 1.65 0.23
H -0.293322 1.390734 -0.551757 -0.18 -0.49 -0.04 0.23
H -1.025415 -0.254482 -1.171256 -1.25 0.24 -1.64 0.19
H 0.018069 -1.511422 0.323103 -0.99 2.65 0.99 0.45
H 0.656763 1.226550 -4.219798 0.20 1.35 0.16 -0.06
```
Forces are in eV/Å.